(1)
One molecule with the formula C8H11IO2S at a distorted geometry, computed with wB97M-V/def2-TZVPD.

Electronic energy: -1157.71075 Eh
Structure (SMILES): CC1=C(S(=O)(=O)I)[C@@H](C)CC=C1
Relative energy (zero: lowest compared OMol25 entry of this formula, charge and spin): 0.0 kcal/mol
2S+1: 1

Each line ends with the natural charge from an NBO analysis.
Element x y z (Å)
1 I -0.890786 1.256153 4.069497  -0.168
2 S -2.057877 1.087076 1.807682  1.952
3 O -2.968565 0.000936 2.041312  -0.904
4 O -2.627633 2.390053 1.493219  -0.891
5 C -1.204735 -1.722312 -0.106388  -0.609
6 C -0.097189 1.282505 -0.169506  -0.006
7 C -0.636952 0.470845 0.706046  -0.176
8 C 1.097755 0.727034 -0.830417  -0.248
9 C -0.439054 2.738562 -0.334167  -0.644
10 C 1.697185 -0.365227 -0.317201  -0.109
11 C 1.179424 -1.147846 0.784844  -0.450
12 C -0.370073 -0.989958 0.926952  -0.261
13 H 1.387774 -2.154271 0.675863  0.223
14 H -0.628320 -1.247483 1.986430  0.246
15 H 2.654194 -0.725919 -0.675551  0.211
16 H 1.501157 -0.755328 1.796080  0.240
17 H -0.741236 -2.747001 -0.066114  0.209
18 H 1.657843 1.322016 -1.512591  0.222
19 H -2.320351 -1.664517 0.136362  0.238
20 H 0.463966 3.432694 -0.299177  0.230
21 H -1.243971 3.079189 0.210991  0.260
22 H -0.792863 2.763210 -1.394912  0.225
23 H -1.232017 -1.259161 -1.002440  0.210

Forces on atoms 1 to 3 (eV/Å):
I -0.137 0.086 -0.738
S 0.016 0.348 0.016
O 0.253 -0.050 -0.327

(2)
One molecule with the formula C8H11IOSi at a distorted geometry, computed with wB97M-V/def2-TZVPD.

Electronic energy: -973.88716 Eh
Structure (SMILES): CO[Si@](C)(I)c1ccccc1
Relative energy (zero: lowest compared OMol25 entry of this formula, charge and spin): 8.6 kcal/mol
2S+1: 1

Each line ends with the natural charge from an NBO analysis.
Element x y z (Å)
1 I -3.539218 -0.364765 0.575619  -0.440
2 Si -0.983592 0.304168 -0.502709  1.874
3 O -0.500403 1.459736 0.544587  -0.920
4 C 2.315319 -2.161120 -0.340175  -0.225
5 C -0.104198 -2.054883 0.857726  -0.160
6 C 0.874545 -2.906094 1.417642  -0.214
7 C 0.197104 -1.103831 -0.094370  -0.549
8 C 2.055960 -3.032805 0.708704  -0.184
9 C -1.346926 0.881785 -2.267045  -1.171
10 C 1.540035 -1.055007 -0.477941  -0.178
11 C -1.213987 2.550961 1.019738  -0.247
12 H -0.658027 1.575621 -2.505870  0.238
13 H -1.747949 3.078396 0.229351  0.178
14 H -2.281873 1.350179 -2.688724  0.281
15 H 0.599585 -3.506267 2.257942  0.220
16 H -1.910301 2.305887 1.900835  0.193
17 H -1.246207 -0.043613 -2.830844  0.253
18 H 2.853697 -3.855391 0.765505  0.220
19 H -1.065016 -2.122684 1.260670  0.227
20 H 1.832457 -0.366238 -1.208987  0.200
21 H -0.430547 3.142394 1.530637  0.189
22 H 3.359299 -2.253577 -0.652802  0.216

Forces on atoms 1 to 3 (eV/Å):
I 1.670 0.302 -0.786
Si -2.078 -0.108 1.192
O 0.003 -1.208 -0.744